Record 1
Molecular formula: C5H14N2O
Method: DFT, ωB97M-V/def2-TZVPD

Geometry as ORCA input:
```
! wB97M-V def2-TZVPD RIJCOSX def2/J DEFGRID3
* xyz 0 1
C -1.910 -0.754 0.349
C -0.979 0.437 0.088
C 0.040 0.601 1.232
C 1.024 -0.562 1.308
O -0.649 0.754 2.475
N -0.308 0.280 -1.184
C 0.974 0.786 -1.594
N 1.933 -0.207 -2.061
H -2.903 -0.412 0.651
H -1.525 -1.400 1.126
H -2.089 -1.386 -0.527
H -1.594 1.345 0.116
H 0.484 1.580 1.069
H 1.106 -0.891 2.342
H 0.705 -1.372 0.651
H 2.007 -0.262 0.970
H -1.544 0.408 2.469
H -0.816 -0.209 -1.898
H 0.857 1.502 -2.412
H 1.455 1.302 -0.772
H 2.038 -0.976 -1.415
H 1.695 -0.565 -2.982
*
```

Results
* SMILES: C[C@H](O)[C@H](C)NCN
* lowest unoccupied orbital energy: 0.957 eV

Record 2
Molecular formula: C5H14N2O
Method: DFT, ωB97M-V/def2-TZVPD

Geometry as ORCA input:
```
! wB97M-V def2-TZVPD RIJCOSX def2/J DEFGRID3
* xyz 0 1
C -1.134 0.647 -0.384
N -1.259 -0.895 0.000
C -1.360 -1.181 1.445
O -0.383 -2.146 1.834
C 0.370 0.582 -1.062
C 0.341 1.370 -2.380
N 1.504 1.238 -0.379
C 1.774 0.552 0.900
H -1.740 0.964 -1.166
H -1.166 1.369 0.509
H -1.901 -1.307 -0.638
H -2.346 -1.522 1.848
H -0.738 -0.338 1.923
H 0.103 -2.629 1.040
H 0.512 -0.481 -1.135
H 1.126 1.253 -3.031
H 0.295 2.434 -2.032
H -0.406 1.162 -3.135
H 2.362 1.186 -0.966
H 2.743 0.672 1.402
H 1.618 -0.571 0.686
H 0.938 0.754 1.559
*
```

Results
* SMILES: CN[C@H](C)CNCO
* lowest unoccupied orbital energy: 1.046 eV

no.,orbital gap (eV),calculated total energy (eV)
1,9.3,-10439.0354
2,9.8,-10436.7315